1.
Molecular formula: C2H3N3O
Method: DFT, ωB97M-V with the def2-TZVPD basis set

ORCA input file:
```
! wB97M-V def2-TZVPD RIJCOSX def2/J DEFGRID3
* xyz 0 1
C -1.02857 -0.94707 0.27537
C 0.60737 0.34669 0.09726
N 1.24142 -0.50632 -0.56300
N 0.91800 -1.71544 -0.68676
N 0.45029 1.68444 0.06257
O -0.34333 -1.95347 -0.19553
H -2.03063 -1.01631 0.53817
H 0.36663 1.93823 1.01887
H -0.18119 2.16924 -0.54697
*
```

Results
Highest occupied orbital energy (alpha / beta): -8.516 / -8.516 eV
Energy relative to the best compared isomer or geometry (same formula, charge and spin): 613.8 kJ/mol
LUMO (alpha / beta): 0.13 / 0.13 eV
Frontier orbital gap (alpha / beta): 0.31772 / 0.31768 Ha

=====

2.
Molecular formula: C4H12N2O2
Method: DFT, ωB97M-V with the def2-TZVPD basis set

ORCA input file:
```
! wB97M-V def2-TZVPD RIJCOSX def2/J DEFGRID3
* xyz 0 1
N 2.88620 -1.11888 0.74748
C 2.21277 0.15006 0.51939
C 0.94595 0.13633 -0.37498
N 0.29171 -1.18674 -0.41513
C 0.12540 1.39250 0.00288
C -0.77842 1.74895 -1.16311
O -1.85677 2.25272 -0.99851
H 3.87702 -0.92052 0.90357
H 2.89553 -1.72110 -0.08197
H 2.77662 1.03662 0.24162
H 1.80792 0.33106 1.54184
H 1.19063 0.17284 -1.47424
H 0.43897 -1.70958 0.43438
H -0.66534 -1.08524 -0.72888
H 0.78780 2.24217 0.21282
H -0.59130 1.25704 0.81169
H -0.54349 1.28860 -2.18051
O -3.47287 -2.41933 1.03838
H -3.93532 -1.67317 1.45287
H -2.74553 -2.34936 1.67844
*
```

Results
Highest occupied orbital energy: -9.340 eV
Energy relative to the best compared isomer or geometry (same formula, charge and spin): 265.6 kJ/mol
LUMO: 0.64 eV
Structure (SMILES): NC[C@@H](N)CC=O.O
Frontier orbital gap: 0.36693 Ha

=====

3.
Molecular formula: C26H34F5N3O2Si
Method: DFT, ωB97M-V with the def2-TZVPD basis set

ORCA input file:
```
! wB97M-V def2-TZVPD RIJCOSX def2/J DEFGRID3
* xyz 0 1
C -1.61833 -1.88773 0.42528
O -0.92779 -2.88813 -0.35197
C -0.06140 -2.30336 -1.35292
C 1.51926 -2.55224 -1.01942
C 1.99579 -1.27199 -0.17118
Si 3.59723 -1.50997 0.84304
C 3.92810 0.18162 1.74171
C 4.24073 1.32023 0.65250
C 3.60893 2.77145 1.03417
N 2.91306 3.24120 -0.23230
C 1.85271 4.24935 0.07322
C 0.36192 3.75488 -0.20727
C -0.59972 4.49331 -1.19883
C -2.07484 4.05395 -1.45490
C -2.62552 2.80514 -0.69144
C -1.69063 2.01089 0.27668
C -0.23188 2.49776 0.49266
O 0.61768 1.78034 1.38169
C 3.33909 -2.86122 2.20942
F 4.64045 -3.11246 2.80614
F 2.92029 -4.10455 1.65428
C 2.38428 -2.41885 3.41839
F 2.96989 -1.44434 4.26909
F 2.15432 -3.57433 4.24370
F 1.08693 -2.00161 3.00263
H -0.98811 -0.97943 0.71218
H -2.59875 -1.51316 -0.06407
H -1.95474 -2.37747 1.41587
H -0.20893 -1.15596 -1.27574
H -0.32299 -2.57462 -2.43254
H 2.05735 -2.69431 -2.01799
H 1.56726 -3.54605 -0.46135
H 1.15195 -1.06274 0.59224
H 2.03423 -0.38681 -0.89454
H 4.76644 -1.91350 0.03538
H 3.02619 0.38577 2.41019
H 4.85505 -0.00530 2.39344
H 5.36214 1.44992 0.47136
H 3.75704 0.98495 -0.33368
H 4.46779 3.49559 1.32291
H 2.90366 2.72892 1.92986
H 3.66346 3.75650 -0.73010
H 1.91594 4.52176 1.18984
H 2.03140 5.23663 -0.50036
H -0.23483 5.40645 -1.78273
H -2.77865 4.61120 -2.16330
H -3.70154 2.43216 -0.79442
H -2.05137 1.09502 0.85496
H 0.11831 1.10830 1.89654
C -0.84437 -0.49121 -7.19180
C -0.98279 -1.83508 -6.87634
C -1.39649 -2.16858 -5.59667
N -1.66872 -1.26648 -4.63992
C -1.52485 0.02677 -4.97118
C -1.12066 0.46255 -6.22285
H -0.52390 -0.18993 -8.18326
H -0.77456 -2.60615 -7.60764
H -1.52244 -3.20579 -5.30292
H -1.74898 0.73431 -4.17889
H -1.02368 1.52009 -6.43459
C -5.29196 -1.12665 4.87517
C -5.76002 -1.21068 3.57186
C -4.84704 -1.08066 2.53807
N -3.53310 -0.87382 2.72278
C -3.10709 -0.79489 3.99388
C -3.93851 -0.91534 5.09526
H -5.97542 -1.22472 5.71155
H -6.81000 -1.37394 3.36356
H -5.16391 -1.14232 1.50187
H -2.04155 -0.62543 4.11453
H -3.53884 -0.84522 6.09917
*
```

Results
Highest occupied orbital energy: -8.249 eV
LUMO: 0.61 eV
Structure (SMILES): COCCC[Si@@H](CCCNCc1ccccc1O)C(F)(F)C(F)(F)F.c1ccncc1.c1ccncc1
Frontier orbital gap: 0.32557 Ha